Entry 1:
ORCA calculation (ωB97M-V with the def2-TZVPD basis set) on a molecular structure, C23H13Cl2IN2O5Pm.

The highest occupied orbital energy (alpha / beta) comes out at -4.843 / -4.878 eV. The total charge is -1. As for the total energy: -86985.30924 eV. As for the spin multiplicity: 5.

```
47
Properties=species:S:1:pos:R:3:forces:R:3
Pm -1.64376 1.28417 0.84570 -1.13 -0.52 1.06
O 1.38369 4.09056 2.05353 0.57 1.11 0.00
C 0.67083 3.13548 1.92092 -0.40 -0.94 0.41
O -0.09310 2.82082 0.93032 0.66 0.95 -0.10
C 0.67645 2.06959 3.02961 1.08 1.10 0.22
C 1.26050 2.26967 4.28132 -0.21 -0.90 0.20
C 1.28751 1.16814 5.15620 0.10 0.39 -0.58
C 0.86401 -0.07859 4.70730 -0.60 -0.89 -0.32
C 0.30874 -0.15417 3.41587 0.51 -0.19 0.49
N 0.23561 0.90661 2.63851 -0.58 -0.58 -0.34
C -0.11091 -1.43603 2.73444 0.59 -0.90 1.19
O 0.14185 -2.52155 3.23257 -0.63 1.17 -1.14
O -0.70094 -1.19888 1.54029 0.55 -0.79 0.08
H 1.71524 3.22088 4.52240 -0.23 0.02 0.04
H 1.67929 1.26628 6.16237 0.05 0.04 -0.10
H 0.93447 -0.99787 5.32644 -0.10 0.84 -0.52
Cl -3.20530 4.06897 -4.42040 0.00 -0.24 0.29
C -2.78286 2.81634 -3.22197 -0.60 0.66 -0.13
C -3.52875 2.68865 -2.09034 0.99 -1.04 0.08
C -3.18445 1.67768 -1.11010 -0.30 0.28 -0.55
I -3.10603 1.13775 3.52113 -0.22 0.02 0.16
C -2.22556 0.75895 -1.51778 -0.02 -0.14 0.05
O -1.86222 -0.20987 -0.65362 -0.15 -0.22 -0.42
C -1.30665 1.00511 -2.58113 0.06 0.62 0.10
N -0.10805 0.37484 -2.57832 0.13 -0.13 -0.27
C 0.82251 0.80349 -3.39655 -0.34 0.18 -0.60
C 0.63398 1.86746 -4.32374 -1.26 -0.89 1.21
C -0.60455 2.45574 -4.34750 0.64 -0.63 0.57
C -1.59180 2.09014 -3.42788 0.31 -0.34 -0.42
H -4.35671 3.34546 -1.93901 -0.40 0.40 0.17
H 1.74184 0.23393 -3.38351 0.31 0.13 0.07
H 1.39960 2.20994 -4.95487 0.96 0.22 -0.73
H -0.81474 3.24916 -4.99316 -0.16 1.12 -0.99
Cl 3.95424 -4.78771 -2.03460 0.53 0.13 -0.34
C 2.60549 -3.96045 -1.34557 -0.61 -0.32 0.79
C 2.65874 -2.63141 -0.95157 -0.62 0.04 0.07
C 1.53540 -2.07076 -0.31914 -0.23 -1.10 -0.19
C 0.41208 -2.83083 -0.00821 0.25 -0.73 -0.21
C -0.86695 -2.35818 0.64334 1.04 0.40 0.84
C 0.42150 -4.17913 -0.39115 -0.49 -0.59 -0.05
C 1.48809 -4.75835 -1.05901 0.25 0.42 -0.19
H 3.53253 -2.01394 -1.12585 -0.05 -0.16 -0.09
H 1.50720 -1.04696 -0.07844 0.22 1.19 0.26
H -1.28004 -3.15119 1.23620 -0.25 -0.41 0.23
H -1.54046 -1.99432 -0.09248 -0.59 0.16 -0.52
H -0.45209 -4.82305 -0.18522 0.47 0.48 0.01
H 1.49453 -5.81258 -1.36734 -0.10 0.57 0.24
```
Forces are in eV/Å.

Entry 2:
ORCA calculation (ωB97M-V with the def2-TZVPD basis set) on a molecular structure, C4H6N2O2.

The highest occupied orbital energy comes out at -8.391 eV. The total charge is 0. As for the total energy: -11309.58600 eV.

```
14
Properties=species:S:1:pos:R:3:forces:R:3
C 0.47988 -0.63601 0.48285 5.13 -0.69 1.49
C 1.58766 -0.77173 -0.71961 2.79 -1.77 1.21
C 0.52920 0.14370 -1.08804 -0.54 -2.28 -1.21
C -0.85067 -0.27398 0.34996 -7.06 -6.08 -2.20
H 1.25168 1.31692 1.17012 -1.54 -4.82 1.56
H 2.76072 -0.38247 -0.51508 -3.70 -0.94 0.20
H 1.72642 -1.90643 -1.14676 -0.92 3.34 0.35
H -0.29889 -0.36030 -1.68722 1.36 1.08 0.56
H -1.98724 1.10044 -0.51922 1.67 0.23 -0.24
H -1.83776 -2.18566 -0.15069 0.47 4.52 1.70
N -1.08050 1.02338 -0.00021 -0.97 2.41 2.31
N -1.89780 -0.99606 0.01984 0.51 -3.58 -0.23
O 0.92592 0.10984 1.59256 1.93 4.32 -2.71
O 0.16866 1.32196 -0.52249 0.87 4.27 -2.80
```
Forces are in eV/Å.

Entry 3:
ORCA calculation (ωB97M-V with the def2-TZVPD basis set) on a molecular structure, C31H25N4O4PPtS.

The highest occupied orbital energy (alpha / beta) comes out at -14.594 / -14.594 eV. The total charge is +2. As for the total energy: -70059.02709 eV.

```
67
Properties=species:S:1:pos:R:3:forces:R:3
Pt -1.00935 1.46092 0.51454 0.04 -1.19 0.03
O 2.37625 1.76887 2.64322 -0.03 0.07 0.11
C 1.24343 1.59484 2.25802 -0.19 0.12 0.13
N 0.76117 2.03823 1.07627 -0.01 0.26 -0.27
C 1.52887 2.89252 0.19147 -0.06 -0.10 -0.16
C 0.74900 3.09673 -1.08067 0.03 -0.05 0.10
C 1.20865 3.89506 -2.11621 0.07 -0.02 0.07
C 0.40824 4.11104 -3.22084 -0.05 -0.01 -0.02
C -0.85130 3.52269 -3.27516 0.02 0.03 0.03
C -1.25232 2.72316 -2.23158 -0.05 0.18 0.05
N -0.46102 2.50687 -1.16478 -0.17 0.04 -0.11
C 0.16376 0.93451 3.07658 0.07 0.10 -0.01
C 0.38326 0.59117 4.39123 0.01 0.02 -0.02
C -0.65606 0.02718 5.11503 -0.02 0.01 -0.03
C -1.87851 -0.16283 4.48867 0.03 0.01 0.04
C -2.03813 0.21697 3.16872 -0.18 -0.02 0.01
N -1.02969 0.75547 2.47340 0.13 -0.04 -0.15
H 2.51347 2.46132 -0.01368 -0.02 -0.03 -0.04
H 1.70628 3.86364 0.66490 0.02 0.01 -0.02
H 2.18511 4.35253 -2.03207 0.00 0.01 -0.01
H 0.75201 4.74418 -4.02770 0.01 -0.01 -0.01
H -1.51342 3.67813 -4.11450 -0.01 0.00 0.00
H -2.20979 2.22342 -2.22488 0.01 0.01 -0.02
H 1.36389 0.77737 4.80828 0.00 0.00 0.00
H -0.51987 -0.25087 6.15140 0.01 -0.01 0.00
H -2.71893 -0.59280 5.01436 -0.01 0.01 0.00
H -2.97848 0.09523 2.65384 0.08 -0.01 0.03
O -3.03517 0.03866 0.58658 -0.14 0.49 -0.34
S -3.04845 -0.57139 -0.75558 0.29 -0.25 -0.13
O -4.23990 -0.48220 -1.52063 -0.06 -0.06 0.07
O -1.82389 -0.00732 -1.45547 -0.02 0.05 -0.15
C -2.44923 -2.19190 -0.48910 -0.03 0.07 0.09
C -3.24292 -3.31490 -0.42213 0.02 -0.02 -0.06
C -2.63397 -4.52898 -0.12139 -0.02 0.00 -0.01
C -1.26756 -4.58687 0.10401 0.00 -0.01 -0.01
C -0.48248 -3.44028 0.04905 -0.01 -0.01 -0.04
C -1.07304 -2.21633 -0.24998 -0.05 0.05 0.14
P -0.07248 -0.70231 -0.47174 -0.12 0.15 0.23
C 0.69570 -0.75339 -2.11081 0.20 0.07 0.12
C 1.63970 -1.77568 -2.27657 -0.04 0.02 0.01
C 2.27899 -1.94170 -3.49224 0.00 -0.01 -0.01
C 2.00669 -1.08057 -4.54570 0.01 0.00 -0.02
C 1.06823 -0.07240 -4.38911 0.01 -0.01 0.02
C 0.40714 0.08560 -3.18139 -0.09 -0.04 0.00
C 1.30658 -0.96109 0.67051 0.10 0.03 -0.08
C 1.11719 -1.61276 1.89086 0.00 -0.05 -0.04
C 2.19815 -1.85532 2.72406 0.01 0.01 0.02
C 3.46444 -1.41628 2.36729 0.01 0.00 0.01
C 3.65380 -0.72244 1.17880 -0.01 0.02 0.00
C 2.58119 -0.48769 0.33832 -0.01 -0.08 0.00
H -4.30437 -3.24548 -0.61927 -0.01 0.00 0.02
H -3.22892 -5.43041 -0.06974 0.00 0.00 -0.01
H -0.79845 -5.53657 0.32206 0.00 0.00 0.00
H 0.58094 -3.52054 0.22312 -0.01 0.00 0.01
H 1.87720 -2.45083 -1.46628 0.02 0.01 0.01
H 2.99384 -2.74399 -3.61337 0.00 0.00 0.00
H 2.51867 -1.20394 -5.49046 -0.01 -0.01 -0.01
H 0.83371 0.58372 -5.21642 0.00 0.01 0.00
H -0.35941 0.83379 -3.09726 0.04 -0.05 -0.04
H 0.13148 -1.95641 2.18301 0.01 -0.01 0.01
H 2.05032 -2.38851 3.65394 -0.01 0.01 0.01
H 4.30503 -1.60375 3.02163 0.01 -0.01 0.00
H 4.63852 -0.36597 0.90961 0.00 0.01 0.00
H 2.74201 0.03999 -0.59316 0.01 -0.01 -0.03
N -3.78642 3.45401 0.75211 -0.05 -0.04 -0.09
C -2.82205 2.84341 0.63207 0.22 0.30 0.62
H -4.64735 3.96346 0.85291 0.00 0.00 -0.02
```
Forces are in eV/Å.

Entry 4:
ORCA calculation (ωB97M-V with the def2-TZVPD basis set) on a single C4H5ClS molecule.

The highest occupied orbital energy comes out at -9.090 eV. The total charge is 0. As for the total energy: -27583.96959 eV.

```
11
Properties=species:S:1:pos:R:3:forces:R:3
C -0.00552 -1.38817 0.84911 -2.20 -2.92 -1.25
C -0.60962 -0.97624 -0.30077 2.95 1.47 0.73
Cl -0.93482 -1.88043 -1.83303 0.10 0.69 1.99
C -0.45061 0.55022 -0.43930 -2.78 2.05 -0.27
C 0.80539 1.36851 0.00138 -2.51 -0.41 0.00
S 0.44166 1.17012 -1.87070 1.16 0.24 2.02
H 0.03687 -2.54567 1.02349 0.25 2.45 0.13
H 0.10935 -0.61783 1.63719 0.22 -0.98 -0.51
H -1.47502 1.14288 -0.28649 2.20 -1.37 -0.33
H 0.64393 2.35135 0.52224 -0.30 -0.71 -1.29
H 1.43840 0.82527 0.69686 0.90 -0.51 -1.23
```
Forces are in eV/Å.

Entry 5:
ORCA calculation (ωB97M-V with the def2-TZVPD basis set) on 9 unconnected molecules or ions with the total composition C10H38N16O10.

The highest occupied orbital energy comes out at -8.681 eV. The total charge is 0. As for the total energy: -55312.31797 eV.

```
74
Properties=species:S:1:pos:R:3:forces:R:3
N 5.81754 9.81170 20.22747 0.96 0.14 -0.26
C 7.18765 9.88561 20.05159 -0.51 0.29 0.99
N 7.60888 11.03954 19.45642 -0.22 -0.06 -0.15
O 7.94160 9.05070 20.52470 0.00 -0.07 -0.53
H 5.27267 10.53636 19.80209 -0.47 -0.31 -0.09
H 5.43350 8.89671 20.40231 -0.20 0.13 -0.01
H 6.93672 11.72895 19.18283 0.09 0.11 -0.14
H 8.58017 11.23304 19.30619 0.07 -0.19 0.16
N 0.93606 5.88069 13.99395 -0.29 0.53 -0.47
C 1.42139 4.97237 14.88225 0.71 0.19 0.71
N 1.12810 3.66386 14.64970 -0.49 0.31 -0.74
O 2.06746 5.33389 15.86335 -0.36 -0.01 0.04
H 1.19511 6.84360 14.11030 0.17 -0.08 0.32
H 0.45164 5.69731 13.13378 0.04 -0.48 0.11
H 1.65186 2.94782 15.12970 0.11 0.13 0.13
H 0.78707 3.49447 13.71778 0.05 -0.59 0.14
N 7.39935 5.72478 20.05472 0.30 -0.78 -0.47
C 8.74427 5.53468 20.07196 0.16 0.85 0.68
N 9.46041 6.69353 20.17811 -0.60 -1.21 -0.38
O 9.25982 4.41043 20.05576 -0.14 0.00 -0.21
H 6.98388 6.61812 20.23860 0.03 0.06 0.12
H 6.88330 4.85960 20.18833 -0.44 0.46 0.15
H 10.45356 6.57116 20.21916 0.04 0.52 0.07
H 8.90459 7.53757 20.25873 0.92 0.27 0.09
N 3.97037 4.92402 18.82148 -0.55 -0.37 -0.09
C 3.40561 6.04591 19.36844 0.50 -0.82 -0.47
N 2.34726 6.50506 18.63834 -0.26 0.61 0.95
O 3.81965 6.58544 20.39318 -0.06 0.52 -0.31
H 3.28264 4.30430 18.40944 0.34 -0.08 -0.49
H 4.72935 4.43055 19.28878 -0.30 0.37 0.45
H 1.87515 7.30619 19.02025 -0.04 -0.07 -0.09
H 1.99700 6.07291 17.80056 0.35 -0.07 -0.25
N 1.01322 1.59089 19.26064 0.18 0.34 -1.08
C 1.28032 2.39070 18.18298 0.63 0.61 0.80
N 0.41874 3.43985 18.01499 -0.22 -0.35 0.03
O 2.32086 2.27202 17.54189 -0.37 -0.11 -0.41
H 0.11422 1.59578 19.69890 0.11 -0.30 0.30
H 1.75001 0.93338 19.44124 -0.32 -0.21 0.46
H -0.33630 3.56064 18.66280 -0.13 0.14 -0.13
H 0.49393 4.03586 17.20943 0.16 -0.03 -0.01
N 7.44838 2.13525 20.04251 -0.99 0.46 0.32
C 6.16549 2.42874 20.38224 0.08 -0.20 -0.39
N 5.27892 1.39989 20.38564 0.53 0.59 0.10
O 5.76775 3.58391 20.62672 0.22 -0.38 0.09
H 8.12731 2.90108 20.11378 0.32 -0.18 -0.15
H 7.69701 1.16557 20.07301 0.47 0.06 -0.04
H 4.38937 1.62206 20.81424 -0.25 -0.43 -0.17
H 5.54512 0.53536 19.95744 -0.36 -0.23 0.20
N 1.70643 4.04776 21.78736 0.31 -1.07 0.29
C 2.28537 2.99642 22.45099 0.07 0.97 0.40
N 2.18655 3.06488 23.82002 -0.14 -0.83 -1.27
O 2.87940 2.08384 21.89606 -0.08 -0.18 -0.14
H 1.08100 4.63993 22.29466 0.07 0.47 -0.33
H 2.00175 4.18328 20.83712 -0.27 0.29 -0.04
H 1.92590 3.91262 24.28112 0.21 -0.07 0.40
H 2.58940 2.24546 24.24053 -0.05 0.40 0.67
N 4.89165 7.18703 22.96767 0.26 -0.17 0.32
C 5.12488 6.17988 23.85275 0.17 -0.08 0.30
N 5.37246 4.95803 23.29060 -0.20 0.28 0.19
O 5.14434 6.36533 25.06924 -0.13 -0.13 -0.29
H 4.71285 6.98528 21.99500 -0.24 0.26 0.08
H 4.73296 8.07130 23.41332 -0.09 0.14 -0.36
H 5.28692 4.80127 22.29857 0.02 -0.23 0.04
H 5.31872 4.18836 23.93108 0.12 -0.14 -0.15
O 6.49564 4.59138 14.95506 -0.24 0.54 -0.09
C 5.51184 3.94294 15.73956 0.31 0.02 0.50
C 6.16969 2.98479 16.71252 -1.37 -0.41 0.44
O 6.91934 1.98681 16.03934 0.48 -0.06 0.12
H 6.98835 3.90640 14.49284 0.06 -0.09 0.14
H 4.94337 4.63743 16.36293 0.28 0.48 -0.34
H 4.76685 3.48209 15.07761 0.09 -0.43 0.16
H 5.37312 2.56542 17.35147 -0.05 -0.36 -0.35
H 6.77858 3.47515 17.47299 0.56 0.26 -0.62
H 6.33081 1.31860 15.67998 -0.17 0.07 0.07
```
Forces are in eV/Å.

Entry 6:
ORCA calculation (ωB97M-V with the def2-TZVPD basis set) on a single C5H9NO molecule.

The highest occupied orbital energy comes out at -8.345 eV. The total charge is 0. As for the total energy: -8865.53514 eV.

```
16
Properties=species:S:1:pos:R:3:forces:R:3
C -1.54905 -1.26083 -0.20926 0.01 -0.04 0.03
C -0.42854 -0.25855 -0.44703 -0.12 -0.04 -0.13
C -0.69853 1.23270 -0.10355 -0.19 0.14 -0.07
C 0.76121 1.40050 0.39885 0.02 0.08 0.08
C 0.86763 -0.09069 0.32823 0.48 -0.15 -0.20
N 1.93363 -0.82349 0.37960 -0.78 -0.11 -0.04
O 3.10568 -0.44661 0.66628 0.26 0.07 0.26
H -2.36392 -1.00101 -0.89682 0.08 -0.10 0.16
H -1.95157 -1.23562 0.80863 0.18 0.05 -0.09
H -1.24966 -2.28865 -0.44284 0.01 0.15 0.09
H -0.12679 -0.35163 -1.49929 -0.10 0.12 0.02
H -1.02371 1.86514 -0.93236 0.07 -0.05 0.12
H -1.41506 1.32238 0.72005 0.09 -0.04 -0.15
H 0.89941 1.87897 1.37307 0.00 -0.14 -0.14
H 1.43719 1.88186 -0.31895 -0.08 -0.06 0.11
H 1.80210 -1.82445 0.17538 0.08 0.13 -0.04
```
Forces are in eV/Å.